The following is a quantum chemistry calculation of a molecular structure, C21H55AsBF6N3NaO in a non-equilibrium geometry, from the Open Molecules 2025 dataset.

Computed properties:
- Electronic energy: -4094.93385 hartree
- Orbital gap: 7.4 eV
- Total charge: -1

Last column: Mulliken charge in e.
Cartesian coordinates (Å):
Na 3.281 0.892 -2.183  0.46
B 4.864 -0.829 -0.581  0.70
H 5.624 -1.659 -1.040  -0.24
H 5.104 0.215 -1.153  -0.37
H 3.702 -1.137 -0.808  -0.34
H 4.957 -0.725 0.622  -0.30
As 0.181 0.635 -0.557  2.26
F 1.354 1.915 -0.399  -0.60
F -0.961 1.656 -1.347  -0.50
F -0.893 -0.716 -0.765  -0.68
F 1.283 -0.370 0.277  -0.45
F -0.615 1.024 0.937  -0.52
F 0.926 0.302 -2.110  -0.55
C 2.506 1.542 3.141  -1.31
C 1.324 0.799 3.750  -0.17
N 1.775 -0.506 4.224  0.29
C 2.419 -0.424 5.518  -0.40
C 3.246 -1.673 5.831  -1.40
C 0.740 -1.533 4.147  -0.13
C -0.488 -1.327 5.051  -1.24
H 3.119 0.883 2.519  0.36
H 3.210 1.967 3.862  0.41
H 2.222 2.334 2.442  0.31
H 0.864 1.413 4.542  0.17
H 0.583 0.687 2.959  0.08
H 3.099 0.428 5.467  0.38
H 1.734 -0.246 6.369  0.31
H 2.628 -2.485 6.227  0.27
H 3.752 -2.028 4.935  0.35
H 3.970 -1.466 6.624  0.43
H 1.204 -2.499 4.349  0.48
H 0.403 -1.551 3.111  -0.32
H -0.306 -1.690 6.069  0.35
H -1.298 -1.964 4.679  0.43
H -0.843 -0.300 5.099  0.29
C -6.990 0.532 -2.069  -1.05
C -6.694 -0.732 -2.899  -0.82
N -6.134 -1.872 -2.212  0.11
C -7.148 -2.597 -1.467  -0.38
C -6.666 -3.922 -0.882  -1.35
C -4.937 -1.595 -1.431  -0.37
C -3.843 -0.933 -2.255  -0.92
H -6.149 0.802 -1.429  0.27
H -7.878 0.423 -1.446  0.34
H -7.146 1.380 -2.737  0.38
H -7.647 -0.985 -3.377  0.44
H -6.062 -0.453 -3.746  0.42
H -7.591 -2.008 -0.640  0.30
H -7.966 -2.796 -2.167  0.43
H -6.087 -4.482 -1.618  0.34
H -5.972 -3.715 -0.061  0.30
H -7.489 -4.491 -0.459  0.41
H -4.561 -2.528 -1.016  0.34
H -5.165 -0.924 -0.583  0.17
H -4.170 0.053 -2.586  0.35
H -3.530 -1.626 -3.035  0.28
H -2.962 -0.681 -1.663  0.06
C 3.686 4.035 -0.228  -1.60
C 3.116 4.209 -1.635  -0.48
N 3.727 3.315 -2.629  0.62
C 3.081 3.532 -3.927  -0.65
C 1.569 3.272 -3.910  -1.11
C 5.172 3.556 -2.744  -0.50
C 5.901 2.514 -3.568  -1.25
H 3.006 4.536 0.464  0.44
H 4.693 4.430 -0.095  0.45
H 3.716 2.990 0.088  0.31
H 2.083 3.882 -1.527  0.35
H 3.238 5.262 -1.923  0.35
H 3.254 4.561 -4.290  0.39
H 3.535 2.892 -4.686  0.33
H 1.308 2.421 -3.275  0.20
H 1.017 4.146 -3.572  0.31
H 1.226 3.007 -4.911  0.38
H 5.585 3.472 -1.738  0.21
H 5.382 4.596 -3.044  0.36
H 6.945 2.802 -3.714  0.40
H 5.530 2.400 -4.589  0.33
H 5.887 1.553 -3.051  0.25
C -1.885 -2.610 1.382  -0.01
C -0.852 -3.525 0.756  0.96
O 0.320 -3.308 0.971  -0.51
C -1.332 -4.610 -0.174  -1.33
H -2.432 -3.078 2.202  0.52
H -2.576 -2.225 0.631  -0.29
H -1.303 -1.774 1.763  -0.24
H -0.527 -5.223 -0.564  0.33
H -1.989 -4.166 -0.921  0.23
H -1.965 -5.280 0.427  0.36